ORCA calculation (ωB97M-V/def2-TZVPD) on a cluster of 6 separate species, C36H84O18 in total.

Each atom is followed by the atoms it is bonded to, with distances in Å.
Positions of all 138 atoms, in Å:
1 C 1.356 6.514 -0.924  O2 1.405, H10 1.099, H11 1.092, H12 1.091
2 O 0.314 6.827 -0.036  C1 1.405, C3 1.407
3 C 0.693 6.939 1.314  O2 1.407, C4 1.516, H13 1.090, H14 1.096
4 C 1.335 5.686 1.873  C3 1.516, O5 1.404, H15 1.100, H16 1.098
5 O 1.420 5.744 3.274  C4 1.404, C6 1.410
6 C 2.021 4.571 3.773  O5 1.410, C7 1.521, H17 1.092, H18 1.098
7 C 1.574 4.277 5.197  C6 1.521, O8 1.401, H19 1.099, H20 1.098
8 O 2.142 3.078 5.645  C7 1.401, C9 1.399
9 C 1.846 2.745 6.971  O8 1.399, H21 1.104, H22 1.092, H23 1.091
10 H 2.264 7.122 -0.814  C1 1.099
11 H 1.014 6.819 -1.915  C1 1.092
12 H 1.660 5.466 -0.943  C1 1.091
13 H -0.205 7.204 1.873  C3 1.090
14 H 1.391 7.772 1.453  C3 1.096
15 H 2.326 5.635 1.397  C4 1.100
16 H 0.786 4.782 1.578  C4 1.098
17 H 3.104 4.594 3.631  C6 1.092
18 H 1.620 3.730 3.191  C6 1.098
19 H 0.491 4.090 5.198  C7 1.099
20 H 1.739 5.155 5.836  C7 1.098
21 H 0.773 2.650 7.214  C9 1.104
22 H 2.287 3.516 7.606  C9 1.092
23 H 2.119 1.710 7.180  C9 1.091
24 C 0.148 -0.948 -2.233  O25 1.394, H33 1.101, H34 1.093, H35 1.095
25 O 0.581 -1.033 -0.910  C24 1.394, C26 1.401
26 C -0.420 -0.905 0.061  O25 1.401, C27 1.526, H36 1.101, H37 1.099
27 C 0.232 -0.953 1.439  C26 1.526, O28 1.421, H38 1.097, H39 1.092
28 O 0.772 0.331 1.721  C27 1.421, C29 1.421
29 C 0.806 0.584 3.119  O28 1.421, C30 1.512, H40 1.097, H41 1.094
30 C -0.416 1.325 3.612  C29 1.512, O31 1.413, H42 1.097, H43 1.100
31 O -1.608 0.666 3.236  C30 1.413, C32 1.423
32 C -2.772 1.371 3.651  O31 1.423, H44 1.094, H45 1.094, H46 1.088
33 H -0.653 -0.213 -2.407  C24 1.101
34 H -0.158 -1.927 -2.610  C24 1.093
35 H 0.886 -0.529 -2.925  C24 1.095
36 H -1.234 -1.644 0.009  C26 1.101
37 H -0.922 0.065 -0.066  C26 1.099
38 H 1.025 -1.710 1.452  C27 1.097
39 H -0.529 -1.278 2.152  C27 1.092
40 H 1.655 1.271 3.230  C29 1.097
41 H 1.115 -0.276 3.719  C29 1.094
42 H -0.438 2.345 3.206  C30 1.097
43 H -0.407 1.396 4.709  C30 1.100
44 H -3.336 0.670 4.272  C32 1.094
45 H -3.489 1.584 2.852  C32 1.094
46 H -2.454 2.284 4.151  C32 1.088
47 C -1.309 -1.486 -12.049  O48 1.427, H56 1.086, H57 1.093, H58 1.093
48 O -1.097 -2.173 -10.816  C47 1.427, C49 1.416
49 C 0.133 -2.859 -10.663  O48 1.416, C50 1.526, H59 1.096, H60 1.094
50 C -0.013 -3.676 -9.383  C49 1.526, O51 1.404, H61 1.095, H62 1.095
51 O 0.121 -2.992 -8.164  C50 1.404, C52 1.415
52 C -0.617 -1.797 -7.993  O51 1.415, C53 1.536, H63 1.092, H64 1.097
53 C -0.353 -1.191 -6.606  C52 1.536, O54 1.394, H65 1.091, H66 1.103
54 O -0.933 -1.884 -5.545  C53 1.394, C55 1.417
55 C -0.476 -3.217 -5.388  O54 1.417, H67 1.092, H68 1.091, H69 1.089
56 H -2.364 -1.229 -12.031  C47 1.086
57 H -1.084 -2.132 -12.901  C47 1.093
58 H -0.655 -0.610 -12.044  C47 1.093
59 H 0.995 -2.192 -10.548  C49 1.096
60 H 0.281 -3.532 -11.512  C49 1.094
61 H 0.778 -4.432 -9.373  C50 1.095
62 H -0.938 -4.263 -9.390  C50 1.095
63 H -1.681 -1.947 -8.190  C52 1.092
64 H -0.196 -1.077 -8.705  C52 1.097
65 H -0.622 -0.134 -6.617  C53 1.091
66 H 0.746 -1.099 -6.570  C53 1.103
67 H -0.553 -3.529 -4.345  C55 1.092
68 H 0.589 -3.302 -5.609  C55 1.091
69 H -1.071 -3.908 -5.982  C55 1.089
70 C -3.912 -2.349 -1.268  O71 1.415, H79 1.090, H80 1.097, H81 1.093
71 O -4.918 -2.468 -2.256  C70 1.415, C72 1.420
72 C -4.632 -3.483 -3.208  O71 1.420, C73 1.528, H82 1.092, H83 1.092
73 C -4.813 -2.918 -4.616  C72 1.528, O74 1.416, H84 1.092, H85 1.095
74 O -4.297 -3.926 -5.467  C73 1.416, C75 1.421
75 C -4.008 -3.488 -6.788  O74 1.421, C76 1.507, H86 1.095, H87 1.093
76 C -4.233 -4.544 -7.838  C75 1.507, O77 1.424, H88 1.091, H89 1.098
77 O -3.069 -5.315 -8.118  C76 1.424, C78 1.404
78 C -2.939 -6.514 -7.398  O77 1.404, H90 1.093, H91 1.093, H92 1.096
79 H -4.211 -1.660 -0.479  C70 1.090
80 H -3.030 -1.896 -1.738  C70 1.097
81 H -3.679 -3.323 -0.829  C70 1.093
82 H -5.336 -4.298 -3.035  C72 1.092
83 H -3.601 -3.836 -3.134  C72 1.092
84 H -4.319 -1.947 -4.702  C73 1.092
85 H -5.879 -2.776 -4.822  C73 1.095
86 H -2.935 -3.269 -6.786  C75 1.095
87 H -4.482 -2.542 -7.064  C75 1.093
88 H -4.510 -4.116 -8.802  C76 1.091
89 H -4.985 -5.258 -7.479  C76 1.098
90 H -2.551 -6.390 -6.383  C78 1.093
91 H -2.226 -7.150 -7.928  C78 1.093
92 H -3.883 -7.068 -7.405  C78 1.096
93 C 2.552 2.438 0.243  O94 1.403, H102 1.091, H103 1.095, H104 1.095
94 O 3.276 3.536 -0.245  C93 1.403, C95 1.399
95 C 4.631 3.310 -0.509  O94 1.399, C96 1.525, H105 1.091, H106 1.094
96 C 5.416 3.269 0.798  C95 1.525, O97 1.426, H107 1.096, H108 1.095
97 O 6.476 2.317 0.762  C96 1.426, C98 1.393
98 C 7.475 2.530 1.710  O97 1.393, C99 1.536, H109 1.100, H110 1.096
99 C 8.482 1.377 1.584  C98 1.536, O100 1.390, H111 1.101, H112 1.099
100 O 9.564 1.632 2.419  C99 1.390, C101 1.404
101 C 10.580 0.664 2.421  O100 1.404, H113 1.083, H114 1.097, H115 1.098
102 H 1.465 2.536 0.213  C93 1.091
103 H 2.762 2.274 1.305  C93 1.095
104 H 2.737 1.529 -0.339  C93 1.095
105 H 5.055 4.138 -1.079  C95 1.091
106 H 4.746 2.429 -1.148  C95 1.094
107 H 4.754 3.019 1.635  C96 1.096
108 H 5.875 4.226 1.068  C96 1.095
109 H 6.991 2.467 2.696  C98 1.100
110 H 8.068 3.450 1.661  C98 1.096
111 H 8.686 1.306 0.505  C99 1.101
112 H 8.062 0.389 1.822  C99 1.099
113 H 11.459 1.041 2.929  C101 1.083
114 H 10.828 0.340 1.403  C101 1.097
115 H 10.203 -0.257 2.887  C101 1.098
116 C -0.182 -1.765 9.838  O117 1.415, H125 1.092, H126 1.091, H127 1.093
117 O -0.783 -1.875 8.563  C116 1.415, C118 1.400
118 C -0.507 -0.784 7.730  O117 1.400, C119 1.518, H128 1.095, H129 1.099
119 C -1.562 0.304 7.808  C118 1.518, O120 1.419, H130 1.090, H131 1.103
120 O -2.910 0.091 7.422  C119 1.419, C121 1.413
121 C -3.574 -0.985 8.052  O120 1.413, C122 1.523, H132 1.096, H133 1.092
122 C -5.069 -0.803 7.828  C121 1.523, O123 1.412, H134 1.097, H135 1.096
123 O -5.703 -2.065 7.845  C122 1.412, C124 1.408
124 C -7.048 -1.972 7.440  O123 1.408, H136 1.097, H137 1.085, H138 1.098
125 H 0.868 -2.064 9.790  C116 1.092
126 H -0.702 -2.467 10.492  C116 1.091
127 H -0.302 -0.791 10.320  C116 1.093
128 H -0.338 -1.106 6.698  C118 1.095
129 H 0.431 -0.251 7.943  C118 1.099
130 H -1.277 1.259 7.366  C119 1.090
131 H -1.639 0.582 8.872  C119 1.103
132 H -3.377 -0.966 9.131  C121 1.096
133 H -3.219 -1.935 7.649  C121 1.092
134 H -5.275 -0.367 6.843  C122 1.097
135 H -5.447 -0.130 8.606  C122 1.096
136 H -7.577 -1.237 8.061  C124 1.097
137 H -7.510 -2.952 7.504  C124 1.085
138 H -7.124 -1.584 6.415  C124 1.098

Summary:
2S+1: 1
Highest occupied orbital energy in Eh: -0.34312
Gap between HOMO and LUMO in eV: 9.994
Energy above the lowest of the compared OMol25 structures with the same formula, charge and spin in kJ/mol: 922.5
LUMO energy in eV: 0.66
SMILES string: COCCOCCOC.COCCOCCOC.COCCOCCOC.COCCOCCOC.COCCOCCOC.COCCOCCOC

Löwdin atomic charge list, values in e, 99 entries: atom 1 (C): -0.12, atom 2 (O): -0.17, atom 3 (C): -0.20, atom 4 (C): -0.22, atom 5 (O): -0.11, atom 6 (C): -0.19, atom 7 (C): -0.21, atom 8 (O): -0.19, atom 9 (C): -0.11, atom 10 (H): 0.09, atom 11 (H): 0.09, atom 12 (H): 0.07, atom 13 (H): 0.13, atom 14 (H): 0.13, atom 15 (H): 0.12, atom 16 (H): 0.13, atom 17 (H): 0.14, atom 18 (H): 0.10, atom 19 (H): 0.12, atom 20 (H): 0.13, atom 21 (H): 0.07, atom 22 (H): 0.09, atom 23 (H): 0.08, atom 24 (C): -0.12, atom 25 (O): -0.17, atom 26 (C): -0.21, atom 27 (C): -0.18, atom 28 (O): -0.13, atom 29 (C): -0.18, atom 30 (C): -0.21, atom 31 (O): -0.19, atom 32 (C): -0.08, atom 33 (H): 0.09, atom 34 (H): 0.07, atom 35 (H): 0.09, atom 36 (H): 0.12, atom 37 (H): 0.13, atom 38 (H): 0.13, atom 39 (H): 0.12, atom 40 (H): 0.11, atom 41 (H): 0.13, atom 42 (H): 0.12, atom 43 (H): 0.12, atom 44 (H): 0.08, atom 45 (H): 0.08, atom 46 (H): 0.08, atom 47 (C): -0.08, atom 48 (O): -0.23, atom 49 (C): -0.20, atom 50 (C): -0.19, atom 51 (O): -0.15, atom 52 (C): -0.19, atom 53 (C): -0.21, atom 54 (O): -0.17, atom 55 (C): -0.10, atom 56 (H): 0.09, atom 57 (H): 0.08, atom 58 (H): 0.09, atom 59 (H): 0.13, atom 60 (H): 0.12, atom 61 (H): 0.13, atom 62 (H): 0.12, atom 63 (H): 0.12, atom 64 (H): 0.12, atom 65 (H): 0.12, atom 66 (H): 0.13, atom 67 (H): 0.08, atom 68 (H): 0.10, atom 69 (H): 0.07, atom 70 (C): -0.11, atom 71 (O): -0.19, atom 72 (C): -0.20, atom 73 (C): -0.18, atom 74 (O): -0.14, atom 75 (C): -0.18, atom 76 (C): -0.17, atom 77 (O): -0.20, atom 78 (C): -0.11, atom 79 (H): 0.09, atom 80 (H): 0.08, atom 81 (H): 0.09, atom 82 (H): 0.13, atom 83 (H): 0.12, atom 84 (H): 0.13, atom 85 (H): 0.13, atom 86 (H): 0.10, atom 87 (H): 0.13, atom 88 (H): 0.13, atom 89 (H): 0.12, atom 90 (H): 0.09, atom 91 (H): 0.09, atom 92 (H): 0.09, atom 93 (C): -0.11, atom 94 (O): -0.20, atom 95 (C): -0.18, atom 96 (C): -0.17, atom 97 (O): -0.14, atom 98 (C): -0.21, atom 99 (C): -0.23